# 1
The following is a DFT calculation (ωB97M-V with the def2-TZVPD basis set) of a molecular structure, C42H46BrIN3O2TcTe.

```
97
Properties=species:S:1:pos:R:3:forces:R:3:lowdin_spin:R:1
C -1.1443 -1.4370 -5.2943 0.19 -0.11 0.11 0.0003
C 2.9850 4.7779 1.3143 -0.12 -0.10 -0.04 0.0009
H -0.8350 0.6393 -4.9041 -0.03 0.15 0.00 0.0001
C 0.4853 -0.5581 -3.7333 0.17 -0.08 0.18 0.0005
C 0.3237 -2.9606 -4.0994 0.09 -0.11 0.10 0.0004
H 4.0373 4.1270 4.4564 0.09 0.02 0.12 0.0000
H 0.7608 0.6486 -1.9864 0.11 0.11 -0.22 0.0099
H 0.2380 3.3264 2.6700 -0.07 -0.02 -0.01 0.0001
C -0.5211 -0.3659 -4.6653 0.06 -0.08 0.08 0.0008
H -0.6760 -3.5199 1.5994 0.00 0.02 0.03 0.0002
H 4.7665 -0.8668 -5.0172 0.02 0.12 0.06 0.0001
C 1.1017 0.6182 -3.0373 -0.06 0.03 0.08 0.0142
H 7.1098 -6.0884 -4.9670 0.09 -0.04 -0.04 0.0000
C 3.8231 4.7273 2.4158 -0.04 0.02 -0.04 0.0000
C 5.8362 2.0865 -0.9296 0.04 -0.06 -0.02 0.0001
C 6.6416 1.0959 -1.4693 -0.07 0.03 0.04 0.0000
H -1.1647 -4.2829 0.0844 0.05 -0.01 -0.04 0.0047
H 3.9760 -0.7464 -3.4437 0.11 0.25 -0.14 0.0003
H -2.5042 -0.1754 -6.3579 -0.07 0.08 -0.05 0.0000
H 6.8386 -4.9537 -6.3025 0.05 -0.01 -0.03 0.0000
C 6.3523 -5.5800 -5.5596 0.04 -0.05 -0.08 0.0000
H -1.3678 6.4432 -2.2832 -0.08 0.08 0.04 -0.0001
C -2.0725 0.1544 0.4262 -0.13 -0.02 -0.33 -0.0268
C 6.3749 -0.2355 -1.2041 -0.03 -0.16 0.03 0.0000
H 2.1932 0.5710 -3.0511 -0.02 0.15 0.03 -0.0001
O 0.4697 1.9484 0.3354 0.59 1.18 0.22 0.0836
H -2.9356 2.0637 -0.3428 -0.02 0.09 -0.13 0.0068
H -1.3816 1.1073 3.5551 0.08 0.03 0.12 0.0067
H 1.2620 6.7238 0.7237 -0.07 0.00 -0.06 0.0001
H 2.7620 -5.9991 -1.6139 -0.10 -0.02 0.08 0.0000
H 1.4756 -4.6469 -4.7000 0.06 -0.03 0.05 0.0001
C 3.6102 -5.3440 -1.4166 0.03 -0.09 0.11 0.0001
H 0.8006 1.5456 -3.5205 0.04 0.05 0.08 0.0003
H 6.0469 3.1252 -1.1255 0.04 0.13 -0.02 0.0000
N 0.5449 5.2560 -0.5533 -0.32 -0.26 -0.27 0.0117
C -1.5967 -0.1623 1.7472 0.14 0.04 0.31 -0.0129
C 3.3795 4.1712 3.6044 -0.06 -0.01 0.00 0.0008
H -3.1374 -1.7746 -5.9548 -0.11 -0.02 -0.01 0.0000
H 3.3177 -4.6110 -0.6683 -0.01 -0.22 0.07 0.0000
C 5.1201 -3.4654 -4.9569 0.01 -0.21 0.13 0.0001
H 0.3021 -4.8390 0.9020 0.00 -0.03 0.02 0.0025
C 0.9003 -1.8656 -3.4484 -0.02 0.08 0.16 0.0010
H -0.9906 2.7828 -2.0001 -0.11 -0.10 -0.16 0.0005
C 1.2426 3.7184 2.6070 -0.15 0.10 -0.14 0.0007
Tc 0.2492 0.0446 0.4027 -1.22 -0.07 1.48 1.4968
H -1.9711 -1.6018 -7.2520 0.00 0.00 -0.08 0.0000
C 4.2701 -2.7486 -4.1311 -0.28 0.10 0.19 0.0001
C 0.4807 -2.9583 -0.0929 -0.34 -0.01 0.38 0.0897
H 0.1459 6.1712 -3.1340 0.04 0.05 -0.08 -0.0001
H 4.8255 5.1157 2.3397 0.13 0.08 0.00 0.0000
N 0.8493 4.2152 0.2775 -0.35 -0.70 -0.06 0.0106
O 1.3635 -3.4848 -0.9654 0.13 -0.01 -0.13 0.0398
Br 4.9896 -2.4066 0.0177 0.51 0.10 0.16 0.0008
C 0.7898 -4.3686 -3.8966 0.00 -0.18 0.00 0.0008
C 3.6993 -3.3824 -3.0236 0.19 -0.09 -0.05 0.0034
C 1.6950 4.2662 1.4130 0.45 0.12 0.42 0.0009
Te 2.3789 -2.1020 -1.9362 -0.20 -0.18 -1.19 0.0096
C -2.2516 -1.2271 -6.2692 -0.08 0.02 -0.09 0.0000
C 4.0742 -4.6799 -2.6713 -0.13 0.16 0.10 0.0005
C 4.7692 1.7493 -0.1154 -0.19 -0.01 0.12 0.0005
H 1.3005 -4.4949 -2.9444 -0.14 -0.23 -0.21 0.0003
H -1.1704 -3.5626 -5.4895 -0.07 -0.16 -0.08 0.0000
H -1.2259 5.0895 -3.3967 -0.03 -0.06 -0.05 0.0000
C -0.6946 5.6732 -2.6540 0.01 0.22 0.01 -0.0002
C 5.3049 -0.5735 -0.3892 -0.27 -0.20 0.23 0.0000
H 5.2367 -6.3641 -3.2502 0.04 -0.13 0.06 0.0000
H 4.1607 2.5182 0.3358 -0.08 0.08 0.02 0.0002
H 3.0335 -1.1641 -4.8990 -0.02 0.09 -0.01 0.0000
H 1.7381 3.2617 4.6333 -0.05 -0.05 0.07 0.0000
I 2.8947 -0.0530 1.5011 0.37 0.34 -0.33 -0.0019
H 3.3343 5.2052 0.3864 0.04 0.02 -0.14 0.0000
H 1.8071 6.8790 -0.9590 -0.05 -0.04 0.09 0.0006
C -0.3068 -3.9655 0.6808 0.13 -0.05 -0.03 0.0095
C 4.4981 0.4175 0.1583 -0.39 -0.26 0.23 0.0009
C -2.2012 2.0441 1.7311 -0.26 0.26 -0.38 0.0022
H 4.4132 -5.9531 -1.0083 0.00 -0.07 0.05 0.0000
C 0.2682 3.0764 -0.2110 -0.05 0.87 -0.79 0.0080
H 5.5467 -2.9801 -5.8230 0.06 0.07 -0.07 0.0000
H -0.0536 -5.0577 -3.9387 0.02 0.00 0.04 0.0000
H 7.0069 -1.0127 -1.6032 0.06 -0.10 -0.05 0.0000
H -2.3698 3.0595 2.0452 -0.06 0.15 0.04 -0.0026
C -0.4156 3.4419 -1.3846 0.12 0.01 0.36 0.0114
C -0.7057 -2.7214 -4.9995 0.13 0.21 0.10 0.0004
C 2.0875 3.6778 3.7012 0.09 -0.03 -0.02 0.0001
H -2.5220 -0.5595 -0.2491 0.15 -0.05 -0.09 -0.0010
H -1.5860 -1.1466 2.1946 0.16 -0.02 -0.11 0.0018
C -1.6686 1.0319 2.5202 0.47 -0.48 -0.08 0.1201
C 5.4505 -4.7877 -4.6745 -0.12 0.20 0.11 -0.0001
H 7.4920 1.3536 -2.0793 0.08 0.04 -0.10 0.0000
C -0.2219 4.7975 -1.5600 0.18 -0.37 0.21 0.0006
C -2.4775 1.5289 0.4704 0.17 -0.14 0.07 0.1344
H 5.7767 -6.3451 -6.0794 0.01 -0.06 -0.07 0.0000
C 0.9641 6.6096 -0.3164 0.26 0.66 0.10 0.0012
C 4.9426 -5.3587 -3.5143 -0.13 0.20 -0.05 0.0002
N 0.3337 -1.7091 0.0198 0.15 -1.10 -0.52 -0.0479
H 0.1399 7.2938 -0.5195 0.01 -0.12 0.04 0.0002
C 3.9893 -1.3004 -4.3919 -0.02 -0.02 -0.25 0.0005
```
Forces are in eV/Å.

Values from the calculation:
- Orbital gap (spin up / spin down): 6.1 / 7.0 eV
- Multiplicity: 3
- Total charge: +2


# 2
The following is a DFT calculation (ωB97M-V with the def2-TZVPD basis set) of 2 unconnected molecules or ions with the total composition C42H47N4O.

```
94
Properties=species:S:1:pos:R:3:forces:R:3:lowdin_charge:R:1
C 1.3804 -3.4655 -1.9097 -0.25 0.06 0.08 -0.0344
H -7.6973 -4.3737 -2.9778 0.01 0.08 0.17 0.1216
C -4.9246 -2.4854 -2.1373 0.49 0.23 0.35 -0.1304
C 3.7389 -1.9199 4.0702 1.01 0.32 -0.38 0.0369
H -6.7027 -3.3373 -4.8657 -0.08 0.17 0.11 0.1414
C 2.4443 -2.1567 0.6179 -0.27 -0.65 -0.98 -0.0598
H 4.0574 4.2520 -0.9264 0.00 0.02 -0.08 0.1245
H 5.4362 0.3214 6.5208 -0.03 0.10 -0.20 0.0851
H 7.5186 -1.6946 5.9292 -0.18 -0.19 -0.01 0.0876
O 0.9267 -3.5751 1.7111 0.06 -0.04 -0.23 -0.0428
C 1.4082 -3.1137 0.6497 -0.17 0.16 0.52 -0.3984
H 6.9167 0.6655 5.5997 -0.23 0.15 0.02 0.0853
H 2.0845 3.9662 4.1503 -0.19 0.00 -0.03 0.1265
C 4.9968 -1.3121 3.8617 -1.01 -0.10 -0.39 -0.2426
C 6.4646 -1.9750 5.7842 -0.28 0.04 -0.20 -0.0704
C 2.6284 6.0422 2.2588 0.31 0.08 0.47 -0.1660
C -6.5477 -0.4673 -4.8814 -0.27 0.55 -0.13 -0.1614
C -7.0670 -2.6682 -4.0662 -0.17 -0.62 -0.24 -0.1625
C 1.4648 3.3906 -0.1444 -0.26 -0.37 0.29 -0.1367
H -5.9002 -4.1271 -1.1828 0.11 -0.02 -0.14 0.1232
H -2.0123 -1.8597 0.6204 -0.13 0.17 0.01 0.1311
H 0.6788 1.6558 -1.0754 0.18 0.10 0.23 0.1199
C 5.3460 -1.0223 2.5165 -0.17 -0.17 0.46 0.0295
C 0.5482 2.3133 2.2745 0.09 -0.14 -0.55 0.0365
H -7.7707 -2.8566 -2.0621 0.00 -0.06 0.01 0.1255
H -0.8523 -4.4850 0.4173 0.06 0.29 -0.07 0.1134
C 1.9843 3.9630 -1.4265 -0.04 0.18 -0.48 -0.1420
H -5.3024 -4.4781 -2.8111 -0.05 0.17 0.20 0.1312
H 2.2486 6.6538 -0.5061 0.15 -0.07 0.09 0.1392
H 3.6107 5.7364 2.6631 -0.15 0.06 -0.12 0.1402
C -1.1652 -4.5837 -1.7115 0.49 0.10 0.02 -0.0892
H 0.1985 1.8843 3.2116 0.01 0.11 -0.06 0.1263
C -0.6005 -4.3922 -2.9771 0.16 0.27 0.40 -0.0848
H 3.4349 5.4046 -2.1269 0.10 -0.14 0.04 0.1203
H 2.2553 3.1430 -2.0969 -0.12 0.10 -0.04 0.1201
C 1.6448 4.1170 1.0677 0.25 -0.09 0.13 -0.0813
C -1.0990 -0.0681 -0.1010 0.64 -0.07 -0.20 -0.0818
H 3.3848 -2.1699 5.0658 0.19 0.05 -0.11 0.1278
H -4.7241 -0.1698 -5.9435 -0.01 0.05 0.00 0.1239
C -0.3583 0.3153 1.0118 -0.59 0.23 0.00 0.0303
H -3.7177 -3.1755 -0.5139 -0.07 0.13 -0.11 0.1248
C -0.4506 -4.2370 -0.5616 -0.29 0.18 -0.30 -0.0412
C -4.5726 0.8281 -4.0365 -0.14 0.67 -0.04 -0.1394
C -7.1752 -3.4365 -2.7727 0.01 0.11 0.22 -0.1625
C -2.0424 -1.0901 -0.1524 -0.27 -0.34 -0.29 0.0310
C 5.8705 0.3408 5.5070 0.08 -0.17 -0.28 -0.0709
H 1.9354 6.3268 4.2371 -0.23 -0.05 -0.02 0.1199
C 0.6921 -3.8613 -3.0661 0.01 0.07 0.21 -0.0798
H 4.7654 -1.2997 0.4239 0.04 0.20 0.47 0.1334
C 2.9240 5.8703 -0.1210 -0.08 0.46 -0.51 -0.1646
C -4.3394 -0.2680 -3.0369 0.40 -0.25 0.40 -0.1262
H -5.1135 1.6554 -3.5510 0.15 -0.14 -0.03 0.1306
C -5.1707 -1.4301 -3.0669 -0.23 0.00 -0.22 -0.0698
H 1.9721 -2.7301 3.1451 0.00 0.31 -0.30 0.1126
N -6.1932 -1.5248 -3.9661 0.72 0.10 0.59 -0.0560
H -3.6089 1.2293 -4.3680 -0.13 0.02 0.14 0.1222
H 2.8160 -1.7574 -0.3239 -0.04 -0.15 0.38 0.0966
C 2.9084 -2.2015 3.0117 0.01 -0.34 -0.55 0.0036
H 1.1651 -3.7363 -4.0418 -0.11 -0.10 0.29 0.1024
H 6.4148 -2.9680 5.3323 0.03 0.11 0.10 0.0922
H 5.9883 -1.9919 6.7776 0.05 -0.14 -0.13 0.0834
C -3.0562 -1.2093 -1.1515 -0.06 -0.03 0.04 -0.1985
H -6.9837 -0.9374 -5.7718 0.12 0.15 0.14 0.1304
C -3.3354 -0.1718 -2.0892 -0.18 -0.13 -0.30 0.0398
C -5.3695 0.3937 -5.2639 0.23 -0.15 -0.06 -0.1638
C 4.5178 -1.3802 1.4837 -0.83 -0.17 0.06 -0.0177
H 2.7191 7.0959 1.9648 -0.06 -0.19 0.17 0.1295
N 2.3408 5.2902 1.0637 -0.38 -0.55 0.00 -0.0650
H -2.7534 0.7538 -2.0447 -0.20 -0.32 -0.12 0.1248
C 0.8181 2.1713 -0.1240 -0.07 0.34 0.13 0.0221
H -0.4312 -0.2764 1.9279 -0.14 0.15 -0.15 0.1348
C 1.1348 3.5743 2.2863 -0.23 -0.36 -0.51 -0.1309
H -8.0530 -2.3021 -4.3808 0.18 -0.13 0.11 0.1304
H 5.3172 1.0490 4.8857 0.11 -0.05 0.10 0.0863
H 3.8549 6.3685 0.1808 -0.17 -0.11 -0.13 0.1299
C 0.7809 -3.5761 -0.6449 0.02 -0.42 -0.47 -0.1527
H 2.4084 -3.1011 -1.9705 -0.38 0.01 -0.16 0.1047
H 0.6619 6.3951 3.0058 0.02 -0.04 0.05 0.1235
C 3.1951 4.8619 -1.2105 0.11 -0.21 0.06 -0.1650
C 1.2633 4.3839 3.5481 0.28 -0.05 0.62 -0.1394
H -5.7511 1.2671 -5.7972 0.19 -0.06 -0.04 0.1206
H -7.3365 0.1609 -4.4312 0.10 -0.17 -0.06 0.1420
N 3.2689 -1.9287 1.7101 0.65 0.41 0.93 -0.0389
H 6.2922 -0.5436 2.2788 -0.09 -0.20 0.15 0.1241
N 5.8421 -0.9876 4.9155 0.87 0.33 0.52 -0.2448
H -0.9352 0.4746 -1.0275 -0.33 0.29 0.28 0.0969
H -2.1640 -4.9960 -1.6015 0.16 -0.12 -0.11 0.0952
H 0.3508 4.3000 4.1489 0.16 -0.12 -0.08 0.1230
C -5.7910 -3.7090 -2.1885 -0.05 -0.61 -0.09 -0.1383
C -3.8961 -2.3626 -1.2173 -0.26 0.32 -0.25 0.0306
C 1.5666 5.8653 3.3177 -0.18 -0.01 -0.13 -0.1636
H -1.1603 -4.6525 -3.8740 0.18 0.03 0.17 0.1009
H 1.1977 4.5514 -1.9254 0.10 -0.17 0.10 0.1320
C 0.3408 1.5674 1.0687 0.59 0.53 0.01 -0.2082
```
Forces are in eV/Å.

Values from the calculation:
- Orbital gap: 5.0 eV
- Total charge: +1


Computed values of energy above the lowest of the compared OMol25 structures with the same formula, charge and spin (unit: eV) for the preceding records, in sequence: 2.176; 0.000.
Computed values of F_max (unit: eV/A) for the preceding records, in sequence: 1.922; 1.207.
Computed values of total energy (unit: Ha) for the preceding records, in sequence: -5162.7108; -1922.6537.